<A>
The following is a DFT calculation (the ωB97M-V functional and the def2-TZVPD basis) of 2 unconnected molecules or ions with the total composition C2H6N3S2.

```
! wB97M-V def2-TZVPD RIJCOSX def2/J DEFGRID3
* xyz 1 1
C 2.810 0.248 -1.465
C 1.400 -1.445 -0.588
N 2.354 -1.033 -1.338
N 2.995 0.931 -0.448
N -3.997 1.476 1.439
S 3.264 1.279 0.981
S 0.928 -3.151 -0.547
H 3.037 0.549 -2.375
H 0.761 -0.848 0.044
H -4.482 1.369 0.499
H -4.747 1.165 1.963
H -4.180 2.447 1.557
H -0.145 -2.986 0.277
*
```

Results
- LUMO level (spin up / spin down) (eV) = -7.431 / -7.463
- HOMO (spin up / spin down) (eV) = -13.08 / -13.08
- molecular weight (g mol⁻¹) = 136.225

***

<B>
The following is a DFT calculation (the ωB97M-V functional and the def2-TZVPD basis) of a gas-phase ion, C2H6N3S2 (charge +1).

```
! wB97M-V def2-TZVPD RIJCOSX def2/J DEFGRID3
* xyz 1 1
C 0.750 0.571 -0.231
C -1.552 -0.155 0.023
N -0.181 -0.361 -0.068
N 2.081 0.263 -0.178
N 2.372 -0.836 0.620
S -2.023 1.463 0.270
S -2.469 -1.516 -0.081
H 0.575 1.728 -0.497
H 2.945 0.895 -0.256
H 1.434 -1.270 0.787
H 2.947 -1.388 -0.012
H -3.311 1.502 0.038
H -3.570 -0.896 -0.416
*
```

Results
- LUMO level (eV) = -5.374
- HOMO (eV) = -13.29
- molecular weight (g mol⁻¹) = 136.225

***

<B> (37.8 kcal/mol below the next structure)

***

<A>
The following is a DFT calculation (the ωB97M-V functional and the def2-TZVPD basis) of C4H4N2 in the gas phase.

```
! wB97M-V def2-TZVPD RIJCOSX def2/J DEFGRID3
* xyz 0 1
C -0.793 -0.695 -0.036
C 0.469 0.048 0.240
C 1.667 -0.694 -0.180
N 2.592 -1.299 -0.518
C 0.151 1.486 -0.292
N -0.964 1.876 -0.045
H -1.569 1.058 0.400
H -0.708 -1.783 -0.044
H -1.453 -0.338 -0.811
H 0.608 0.341 1.285
*
```

Results
- LUMO level (spin up / spin down) (eV) = -1.284 / -1.363
- HOMO (spin up / spin down) (eV) = -9.44 / -10.04
- molecular weight (g mol⁻¹) = 80.090

***

<B>
The following is a DFT calculation (the ωB97M-V functional and the def2-TZVPD basis) of C4H4N2 in the gas phase.

```
! wB97M-V def2-TZVPD RIJCOSX def2/J DEFGRID3
* xyz 0 1
C 2.350 -0.476 -0.045
C 1.172 -0.244 -0.164
C -0.241 -0.001 -0.207
N -1.210 -0.970 -0.623
C -0.711 1.116 0.319
N -1.177 2.134 0.812
H 3.394 -0.673 0.063
H -1.342 -0.966 -1.627
H -0.909 -1.896 -0.340
H -1.326 1.978 1.811
*
```

Results
- LUMO level (eV) = 0.839
- HOMO (eV) = -8.50
- molecular weight (g mol⁻¹) = 80.090
- SMILES = C#CC(N)=C=N

***

<C>
The following is a DFT calculation (the ωB97M-V functional and the def2-TZVPD basis) of a molecular structure, C4H4N2.

```
! wB97M-V def2-TZVPD RIJCOSX def2/J DEFGRID3
* xyz 0 1
C 1.771 0.604 0.122
C 0.815 1.482 0.023
C 1.767 -0.765 0.154
C -1.533 0.264 -0.092
N 0.450 -0.937 -0.028
N -0.147 0.260 -0.174
H 2.620 -1.501 0.318
H -1.641 -0.811 -0.207
H -1.971 0.783 0.833
H -2.130 0.621 -0.950
*
```

Results
- LUMO level (eV) = -1.606
- HOMO (eV) = -9.56
- molecular weight (g mol⁻¹) = 80.090

***

<B> (46.1 kcal/mol below the next structure)

***

<A>
The following is a DFT calculation (the ωB97M-V functional and the def2-TZVPD basis) of 3 unconnected molecules or ions with the total composition C4H11NO3.

```
! wB97M-V def2-TZVPD RIJCOSX def2/J DEFGRID3
* xyz 1 2
C 0.502 -2.290 0.163
N -0.668 -1.388 0.257
C -0.675 -0.101 0.649
C -1.897 0.482 0.926
O -1.416 3.075 -0.466
C 0.503 0.899 0.411
O 1.844 0.521 0.554
H 1.183 -2.040 0.972
H 0.928 -2.128 -0.820
H 0.117 -3.299 0.292
H -1.610 -1.756 0.245
H 0.334 1.379 -0.562
H -2.792 -0.100 1.108
H -1.996 1.556 0.866
H -1.680 3.603 -1.250
H 0.320 1.751 1.057
H 2.142 0.163 -0.353
H 2.825 -0.084 -2.287
O 2.034 -0.241 -1.762
*
```

Results
- LUMO level (spin up / spin down) (eV) = -8.743 / -8.942
- HOMO (spin up / spin down) (eV) = -12.62 / -13.23
- molecular weight (g mol⁻¹) = 121.136

***

<B>
The following is a DFT calculation (the ωB97M-V functional and the def2-TZVPD basis) of 3 unconnected molecules or ions with the total composition C4H11NO3.

```
! wB97M-V def2-TZVPD RIJCOSX def2/J DEFGRID3
* xyz 1 2
C 0.650 0.824 1.373
N 0.743 -0.542 0.686
C -0.271 -1.624 0.829
O -1.278 -1.480 1.607
O -0.073 -2.574 0.003
C 0.030 1.816 0.324
C -0.669 1.063 -0.760
H 0.005 0.672 2.271
H 1.724 1.164 1.669
H 1.535 -1.130 0.811
H -2.032 -0.293 -0.233
H 0.754 2.426 -0.189
H -0.664 2.555 0.693
H -1.424 0.369 -0.300
H -1.335 1.761 -1.302
H 0.020 0.370 -1.279
H 1.487 -2.077 -2.306
H 0.085 -1.770 -1.584
O 0.713 -1.533 -2.312
*
```

Results
- LUMO level (spin up / spin down) (eV) = -7.678 / -8.510
- HOMO (spin up / spin down) (eV) = -15.07 / -14.78
- molecular weight (g mol⁻¹) = 121.136

***

<B> (39.9 kcal/mol below the next structure)

***

<A>
The following is a DFT calculation (the ωB97M-V functional and the def2-TZVPD basis) of a gas-phase ion, C2H3N4 (charge +1).

```
! wB97M-V def2-TZVPD RIJCOSX def2/J DEFGRID3
* xyz 1 1
C -1.113 -0.823 0.621
C 0.553 0.169 -0.179
N -0.737 -0.463 1.710
N 0.985 0.446 0.959
N 0.427 -0.021 2.010
N 0.594 0.525 -1.405
H -1.990 -1.170 0.125
H 0.580 -0.164 -2.154
H 0.701 1.502 -1.686
*
```

Results
- LUMO level (spin up / spin down) (eV) = -7.737 / -7.738
- HOMO (spin up / spin down) (eV) = -15.51 / -15.51
- molecular weight (g mol⁻¹) = 83.074

***

<B>
The following is a DFT calculation (the ωB97M-V functional and the def2-TZVPD basis) of a molecular structure, C2H3N4.

```
! wB97M-V def2-TZVPD RIJCOSX def2/J DEFGRID3
* xyz 1 1
C -0.373 -0.948 0.273
C -1.050 -0.010 -0.404
N 1.586 -0.008 0.117
N 0.522 0.125 0.781
N 2.399 -0.146 -0.605
N -0.272 1.061 0.008
H -0.254 -2.003 0.381
H -1.937 0.028 -1.007
H -0.621 1.902 0.455
*
```

Results
- LUMO level (eV) = -5.777
- HOMO (eV) = -15.12
- molecular weight (g mol⁻¹) = 83.074

***

<B> (4.2 kcal/mol below the next structure)